Molecular formula: C3H4O3
Method: DFT, ωB97M-V with the def2-TZVPD basis set

As for the energy: -342.39662 a.u. The lowest unoccupied orbital energy comes out at 0.82 eV. Its largest force on an atom is 3.43 eV Å⁻¹. As for the SMILES: O=C1OCCO1. The calculation puts the HOMO energy at -11.2 eV. The net charge is 0.

Each atom is followed by the atoms it is bonded to, with distances in Å.
Positions of all 10 atoms, in Å:
1 O 2.79 -0.01 -0.24  C2 1.192
2 C 1.61 0.00 -0.13  O1 1.192, O3 1.504, O6 1.505
3 O 0.72 1.21 -0.12  C2 1.504, C4 1.407
4 C -0.64 0.87 -0.09  O3 1.407, C5 1.761, H7 1.102, H8 1.106
5 C -0.62 -0.87 0.19  C4 1.761, O6 1.407, H9 1.106, H10 1.103
6 O 0.73 -1.22 0.02  C2 1.505, C5 1.407
7 H -1.19 1.32 0.76  C4 1.102
8 H -1.14 1.08 -1.05  C4 1.106
9 H -0.97 -1.06 1.22  C5 1.106
10 H -1.29 -1.32 -0.56  C5 1.103